The following is a quantum chemistry calculation of C14H17N3O3S in the gas phase at a distorted geometry, from OMol25.

Geometry as XYZ:
```
38
Properties=species:S:1:pos:R:3:forces:R:3:nbo_charge:R:1
C -5.116557 -4.108660 -0.445850 0.147 0.177 -0.082 -0.60
C -4.238747 -2.906011 -0.765427 -0.101 -0.036 0.171 -0.39
C -4.162722 -1.946336 0.419639 -0.011 -0.018 0.013 -0.46
C -3.322481 -0.769789 0.110213 0.158 0.003 -0.447 0.47
N -2.770881 -0.457117 -1.011974 -0.838 -1.369 -0.044 -0.29
N -2.100334 0.700350 -0.835289 0.639 1.350 0.618 -0.32
C -2.281351 1.038419 0.400896 0.094 -0.164 -0.702 0.27
S -1.664730 2.432613 1.211498 0.020 0.464 0.339 0.28
C -0.744176 3.158546 -0.176581 -0.221 -0.224 0.005 -0.61
C 0.484235 2.382625 -0.668085 -0.386 0.178 0.312 0.68
O 0.922065 2.618525 -1.768677 0.136 0.051 -0.307 -0.60
N 0.998934 1.520955 0.234092 -0.018 -0.113 0.455 -0.61
C 2.081135 0.640918 0.090538 0.256 -0.176 -0.020 0.12
C 2.823613 0.536948 -1.083331 -0.032 0.049 -0.062 -0.21
C 3.871985 -0.353240 -1.154396 0.141 -0.252 0.265 -0.23
C 4.209437 -1.159742 -0.065876 -0.134 0.160 -0.085 0.27
O 5.264885 -2.001118 -0.250113 -0.053 0.144 -0.209 -0.49
C 5.648863 -2.840675 0.810485 0.043 -0.102 0.135 -0.25
C 3.466624 -1.055340 1.104723 0.253 -0.208 -0.045 -0.25
C 2.412911 -0.161205 1.175065 -0.092 0.185 -0.210 -0.23
O -3.046839 0.153984 1.075308 0.049 0.123 0.078 -0.42
H -5.157283 -4.782291 -1.297355 -0.050 -0.110 -0.041 0.22
H -4.721778 -4.657643 0.406456 -0.006 -0.105 0.093 0.20
H -6.130542 -3.792897 -0.210312 -0.134 -0.026 0.038 0.20
H -3.231286 -3.235227 -1.021162 0.010 0.053 -0.074 0.21
H -4.634127 -2.370894 -1.628794 0.077 0.000 -0.046 0.22
H -3.747813 -2.449715 1.297897 -0.063 -0.006 0.012 0.23
H -5.163994 -1.596999 0.690599 0.009 -0.048 0.055 0.23
H -1.426564 3.280349 -1.017074 0.152 0.004 0.009 0.27
H -0.424991 4.143249 0.169544 -0.037 -0.041 0.011 0.25
H 0.530563 1.467393 1.131335 -0.004 0.065 -0.279 0.40
H 2.570717 1.152244 -1.929809 0.000 0.023 -0.033 0.26
H 4.454226 -0.444688 -2.057087 0.067 -0.002 -0.124 0.23
H 5.958964 -2.264715 1.688718 -0.025 -0.022 -0.022 0.17
H 4.844233 -3.528070 1.091952 0.022 0.033 0.004 0.17
H 6.497073 -3.414241 0.440130 -0.056 0.013 0.077 0.20
H 3.693557 -1.660801 1.967889 0.046 -0.065 0.053 0.21
H 1.842120 -0.089862 2.091034 -0.058 0.012 0.089 0.20
```
Forces are in eV/Å.

As for the frontier orbital gap: 8.4 eV. The largest force on an atom is 1.616 eV/A. The SMILES is CCCc1nnc(SCC(=O)Nc2ccc(OC)cc2)o1.

=====

The following is a quantum chemistry calculation of a molecular structure, C20H28F6N3O4P2RhS2 at a distorted geometry, from OMol25.

Geometry as XYZ:
```
66
Properties=species:S:1:pos:R:3:forces:R:3:nbo_charge:R:1
Rh -1.259855 -1.017233 -1.105485 -0.297 1.861 1.110 0.89
C 2.507045 -1.955533 -1.547485 -1.003 -0.919 -0.160 -0.93
P 1.090745 -0.781433 -1.550285 1.480 1.815 1.484 1.15
C 1.492245 0.122667 0.020415 -1.513 -0.482 1.144 -0.13
N 2.453845 0.970667 0.061115 1.189 0.112 -1.722 -0.39
C 2.818445 1.666067 1.132115 -1.048 -0.352 2.024 0.14
C 3.857645 2.603567 1.134015 0.355 0.268 -0.276 -0.19
C 4.160445 3.294267 2.280215 -0.122 -0.262 -0.479 -0.14
C 3.440645 3.056667 3.464615 -0.348 -0.288 0.134 -0.15
C 2.426345 2.133967 3.508915 -0.126 0.112 0.541 -0.20
C 2.066745 1.420067 2.356915 1.621 0.575 -1.684 0.21
N 1.074145 0.545467 2.291115 -1.591 -0.558 1.653 -0.41
C 0.732345 -0.105633 1.228115 0.618 0.464 -1.572 -0.10
P -0.846155 -1.044333 1.218615 2.398 -0.765 0.887 1.29
C -1.768155 -0.239933 2.553615 -1.027 0.206 -0.955 -0.97
C -0.562455 -2.842233 1.759615 -0.483 0.493 -0.733 -0.29
C 0.208245 -2.941833 3.063915 0.081 0.270 0.023 -0.63
C 0.175645 -3.556133 0.633315 -0.007 0.220 0.028 -0.60
C -1.968455 -3.418433 1.873815 -0.056 -0.118 0.021 -0.63
C 1.458845 0.395767 -2.984585 -0.984 -0.505 -0.495 -0.24
C 0.312745 1.396967 -3.017285 -0.129 -0.040 0.271 -0.64
C 2.798245 1.100067 -2.871785 0.191 0.147 0.563 -0.64
C 1.414245 -0.530233 -4.206385 -0.022 0.062 0.000 -0.64
H 3.402645 -1.426433 -1.870085 -0.206 0.303 -0.071 0.29
H 2.299945 -2.773233 -2.234885 0.205 -0.115 -0.085 0.27
H 2.687545 -2.370133 -0.559185 -0.102 0.090 0.017 0.26
H 4.406045 2.761867 0.217315 0.066 0.060 -0.060 0.24
H 4.955645 4.024167 2.276315 0.059 0.032 -0.010 0.25
H 3.697445 3.613767 4.351715 0.000 0.012 0.121 0.25
H 1.886345 1.943267 4.423415 -0.067 0.018 0.114 0.24
H -1.356055 -0.510633 3.526215 0.275 -0.183 -0.237 0.30
H -2.808055 -0.558833 2.491315 -0.092 0.029 0.156 0.28
H -1.729055 0.838267 2.416915 0.072 0.014 0.009 0.29
H 1.164945 -2.423033 3.022315 0.048 0.031 0.009 0.23
H 0.412145 -3.995433 3.254315 -0.024 -0.095 0.002 0.26
H -0.362755 -2.564033 3.906515 -0.034 0.047 0.109 0.23
H 1.226845 -3.284533 0.612615 0.080 0.052 -0.091 0.22
H -0.283455 -3.326033 -0.344885 0.074 -0.208 -0.054 0.17
H 0.114345 -4.631233 0.787815 -0.024 -0.098 -0.085 0.26
H -2.529655 -2.988433 2.697715 -0.108 0.083 0.062 0.23
H -1.893655 -4.488933 2.055415 -0.056 -0.102 -0.003 0.25
H -2.521455 -3.271833 0.943115 -0.182 -0.096 -0.003 0.21
H 0.299945 2.013667 -2.120385 0.057 0.063 -0.020 0.24
H -0.650055 0.884967 -3.089785 -0.045 0.096 -0.156 0.20
H 0.397245 2.061367 -3.874885 0.091 -0.019 -0.087 0.26
H 2.871245 1.660967 -1.939685 0.093 -0.110 -0.343 0.26
H 2.890045 1.817867 -3.686685 -0.170 -0.130 -0.252 0.26
H 3.633445 0.408067 -2.939785 0.128 0.005 -0.011 0.22
H 0.503545 -1.132633 -4.214685 -0.082 -0.065 -0.143 0.21
H 2.278645 -1.189833 -4.242985 0.033 -0.078 -0.039 0.23
H 1.418145 0.071167 -5.113685 0.010 0.047 -0.054 0.26
F -5.461155 -1.627233 -1.311285 0.076 0.162 -0.292 -0.27
C -4.850455 -0.528333 -0.929785 -0.139 0.035 -0.244 0.74
F -3.846055 -0.906633 -0.082185 0.443 -0.061 0.227 -0.36
F -5.669155 0.241567 -0.251085 0.109 0.028 -0.306 -0.27
S -4.006155 0.385967 -2.365385 -0.489 0.086 1.121 2.27
O -2.763555 -0.386833 -2.523385 0.511 -0.709 -0.206 -1.05
O -4.868255 0.389467 -3.471785 -0.338 0.152 -0.247 -0.81
N -3.739655 1.789867 -1.732785 0.191 0.031 -0.195 -1.20
S -2.474055 2.269067 -0.957385 -0.870 0.826 -0.144 2.25
O -1.706555 1.153667 -0.359685 1.083 -2.253 0.155 -0.99
O -1.671455 3.248067 -1.590085 -0.112 0.229 -0.135 -0.85
C -3.238855 3.032167 0.586215 0.169 -0.358 0.455 0.77
F -2.262255 3.255367 1.468515 0.152 0.098 -0.345 -0.30
F -3.898855 4.135467 0.358215 0.159 -0.152 -0.369 -0.26
F -4.039055 2.110967 1.113315 -0.220 -0.114 -0.079 -0.31
```
Forces are in eV/Å.

As for the frontier orbital gap (alpha / beta): 5.0 / 4.7 eV. The largest force on an atom is 2.773 eV/A. The total charge is +2.